This record from the OMol25 dataset describes C8H12BO2P in the gas phase in a non-equilibrium geometry. The level of theory is ωB97M-V/def2-TZVPD.

Total energy in eV: -22551.0984
SMILES: Cc1cccc(CPB(O)O)c1
F_max in Eh/bohr: 0.072
Lowest unoccupied orbital energy in hartree: 0.014

Geometry as XYZ:
```
24
Properties=species:S:1:pos:R:3:forces:R:3
P -2.583 0.133 -0.806 -0.18 -0.11 -0.97
O -5.164 0.000 0.393 2.20 0.02 0.63
O -3.561 -1.540 1.459 -0.37 1.03 -0.63
C 2.550 1.353 -0.259 -1.36 -0.36 -0.60
C -1.138 -1.075 -1.002 1.60 0.92 0.38
C 2.423 0.030 0.351 -1.13 -0.24 -0.73
C 3.531 -0.571 1.282 -0.69 1.02 -0.33
C 1.520 1.922 -1.155 -0.62 -3.31 1.59
C 0.192 -0.247 -0.749 0.81 0.23 0.45
C 0.337 1.083 -1.377 1.57 -0.43 1.01
C 1.226 -0.808 0.118 0.35 3.11 -1.45
B -3.863 -0.568 0.481 -0.84 0.12 0.99
H 3.446 1.994 -0.052 -0.85 -0.90 -0.11
H -3.158 -1.078 2.218 -0.14 -0.51 -0.40
H -4.980 0.929 0.139 -0.68 -0.64 -0.39
H 3.247 -1.624 1.559 0.49 1.14 -0.19
H -1.063 -1.429 -2.067 -0.55 0.27 1.01
H 3.578 0.096 2.191 0.09 -0.94 -0.71
H -1.206 -1.958 -0.310 0.08 0.92 -0.65
H -0.493 1.463 -2.021 0.86 -0.42 0.59
H 1.115 -1.819 0.581 0.14 1.09 -0.48
H -2.083 1.309 -0.142 -0.01 -0.84 0.11
H 4.527 -0.525 0.777 -0.80 -0.23 0.45
H 1.600 2.932 -1.609 0.04 -0.95 0.43
```
Positions in Å, forces in eV/Å.

These are the natural (NBO) partial charges, in e, on atoms 1 to 8: atom 1 (P): 0.106, atom 2 (O): -0.887, atom 3 (O): -0.940, atom 4 (C): -0.245, atom 5 (C): -0.686, atom 6 (C): 0.010, atom 7 (C): -0.639, atom 8 (C): -0.192

=====

This record from the OMol25 dataset describes a gas-phase ion, C8H12BrF3IN2O3 (charge +1) in a non-equilibrium geometry. The level of theory is ωB97M-V/def2-TZVPD.

Total energy in eV: -103894.9457
SMILES: N[N@@H+]1[C@H](Br)OC[C@@]1(CC(=O)I)C[C@@H](O)C(F)(F)F
Total charge: +1
F_max in Eh/bohr: 0.175
Lowest unoccupied orbital energy in hartree: -0.138
ΔE to the lowest compared entry with this formula, charge and spin in eV: 6.100

Geometry as XYZ:
```
30
Properties=species:S:1:pos:R:3:forces:R:3
I 3.171 2.082 2.036 -0.41 -1.01 -1.19
Br 0.840 3.953 -0.418 -0.63 -1.24 -0.75
F -1.444 -3.624 2.404 0.49 4.84 -1.49
F -0.267 -1.571 2.694 -3.62 -1.65 -2.57
F -2.693 -1.617 2.089 5.04 -1.48 -0.64
O 3.374 1.388 -0.927 -4.85 -3.09 6.95
O 0.321 -3.173 0.070 -1.44 2.33 2.45
O -1.264 2.301 0.412 1.48 -0.92 -3.32
N -0.131 1.187 -1.297 -2.31 -0.67 -1.07
N 0.707 1.091 -2.415 0.85 0.65 -2.32
C -1.000 -0.999 -0.593 0.42 -0.83 0.35
C -0.564 2.596 -0.848 -0.95 0.59 1.93
C -1.321 -2.213 1.876 -1.00 -2.44 1.61
C -0.598 1.109 1.035 -0.73 0.43 0.63
C 0.075 0.158 -0.165 -1.11 1.30 2.46
C 1.613 -0.236 0.240 0.84 -1.21 -0.79
C -0.939 -2.384 0.278 -0.74 -0.84 -0.66
C 2.700 0.985 0.152 3.37 2.12 -5.41
H -1.516 0.588 1.540 2.14 0.82 -0.65
H 0.150 1.609 1.784 -1.12 -1.61 -1.32
H -0.799 -1.313 -1.727 -0.43 0.56 2.47
H -1.169 3.058 -1.746 0.79 -1.01 2.19
H -1.049 0.851 -1.721 0.87 0.60 1.29
H 1.716 -0.693 1.337 -0.77 1.32 -2.35
H 0.188 0.654 -3.235 0.91 0.92 1.44
H -2.111 -0.578 -0.466 2.43 -0.72 -0.34
H 0.835 -3.066 0.931 -0.71 -0.42 -1.60
H 1.970 -1.117 -0.481 -0.64 2.17 1.35
H 0.999 2.063 -2.667 0.09 -1.18 0.13
H -1.794 -3.088 -0.169 1.74 1.67 1.25
```
Positions in Å, forces in eV/Å.

These are the natural (NBO) partial charges, in e, on atoms 1 to 8: atom 1 (I): 0.147, atom 2 (Br): 0.100, atom 3 (F): -0.330, atom 4 (F): -0.339, atom 5 (F): -0.332, atom 6 (O): -0.503, atom 7 (O): -0.683, atom 8 (O): -0.512

=====

Q: Number 1 is which compound?
A: C8H12BO2P

=====

What did the first record say?
This record from the OMol25 dataset describes C8H12BO2P in the gas phase in a non-equilibrium geometry. The level of theory is ωB97M-V/def2-TZVPD.

Total energy in eV: -22551.0984
SMILES: Cc1cccc(CPB(O)O)c1
F_max in Eh/bohr: 0.072
Lowest unoccupied orbital energy in hartree: 0.014

Geometry as XYZ:
```
24
Properties=species:S:1:pos:R:3:forces:R:3
P -2.583 0.133 -0.806 -0.18 -0.11 -0.97
O -5.164 0.000 0.393 2.20 0.02 0.63
O -3.561 -1.540 1.459 -0.37 1.03 -0.63
C 2.550 1.353 -0.259 -1.36 -0.36 -0.60
C -1.138 -1.075 -1.002 1.60 0.92 0.38
C 2.423 0.030 0.351 -1.13 -0.24 -0.73
C 3.531 -0.571 1.282 -0.69 1.02 -0.33
C 1.520 1.922 -1.155 -0.62 -3.31 1.59
C 0.192 -0.247 -0.749 0.81 0.23 0.45
C 0.337 1.083 -1.377 1.57 -0.43 1.01
C 1.226 -0.808 0.118 0.35 3.11 -1.45
B -3.863 -0.568 0.481 -0.84 0.12 0.99
H 3.446 1.994 -0.052 -0.85 -0.90 -0.11
H -3.158 -1.078 2.218 -0.14 -0.51 -0.40
H -4.980 0.929 0.139 -0.68 -0.64 -0.39
H 3.247 -1.624 1.559 0.49 1.14 -0.19
H -1.063 -1.429 -2.067 -0.55 0.27 1.01
H 3.578 0.096 2.191 0.09 -0.94 -0.71
H -1.206 -1.958 -0.310 0.08 0.92 -0.65
H -0.493 1.463 -2.021 0.86 -0.42 0.59
H 1.115 -1.819 0.581 0.14 1.09 -0.48
H -2.083 1.309 -0.142 -0.01 -0.84 0.11
H 4.527 -0.525 0.777 -0.80 -0.23 0.45
H 1.600 2.932 -1.609 0.04 -0.95 0.43
```
Positions in Å, forces in eV/Å.

These are the natural (NBO) partial charges, in e, on atoms 1 to 8: atom 1 (P): 0.106, atom 2 (O): -0.887, atom 3 (O): -0.940, atom 4 (C): -0.245, atom 5 (C): -0.686, atom 6 (C): 0.010, atom 7 (C): -0.639, atom 8 (C): -0.192

=====

Q: What is the F_max in the second record?
A: 0.175 Eh/bohr